Entry 1:
This record from the Open Molecules 2025 dataset describes 2 unconnected molecules or ions with the total composition C46H53N4 at a distorted geometry. The level of theory is ωB97M-V/def2-TZVPD.

Results
ΔE to the lowest compared entry with this formula, charge and spin: 44.0 kcal/mol
HOMO-LUMO gap: 4.725 eV
total charge: +1
2S+1: 1

CARTESIAN COORDINATES (ANGSTROEM)
C 5.342 -1.238 4.681
C 4.805 -0.675 3.395
C 4.832 -1.475 2.251
C 4.454 -0.996 0.997
C 4.589 -1.918 -0.175
C 3.993 0.332 0.891
N 3.780 0.892 -0.402
C 2.693 1.527 -0.877
N 2.902 1.783 -2.205
C 2.006 2.493 -3.033
C 1.296 3.582 -2.484
C 1.415 3.799 -1.022
C 0.550 4.406 -3.336
C 0.422 4.098 -4.694
C -0.444 4.913 -5.616
C 1.133 3.002 -5.211
C 1.902 2.173 -4.394
C 2.602 0.993 -4.974
C 4.282 1.476 -2.610
C 4.911 0.943 -1.364
C 3.908 1.139 2.039
C 3.544 2.581 1.950
C 4.326 0.630 3.273
H 5.363 -0.512 5.500
H 4.739 -2.095 5.011
H 6.366 -1.613 4.540
H 5.196 -2.498 2.349
H 3.769 -1.845 -0.893
H 5.542 -1.770 -0.701
H 4.607 -2.948 0.188
H 0.677 4.509 -0.642
H 1.267 2.810 -0.500
H 2.412 4.154 -0.740
H 0.052 5.297 -2.941
H -0.495 4.438 -6.606
H -1.475 4.992 -5.237
H -0.060 5.935 -5.755
H 1.082 2.798 -6.282
H 2.084 0.638 -5.870
H 3.618 1.253 -5.298
H 2.655 0.152 -4.275
H 4.339 0.728 -3.405
H 4.811 2.372 -2.965
H 5.707 1.611 -1.001
H 5.335 -0.051 -1.492
H 3.283 2.950 2.951
H 4.404 3.175 1.603
H 2.698 2.762 1.280
H 4.300 1.293 4.140
C -3.686 -7.210 -1.088
N -3.779 -5.944 -1.793
C -3.862 -6.072 -3.238
C -3.577 -4.739 -1.179
C -3.550 -3.531 -1.930
C -3.001 -2.379 -1.387
C -2.565 -2.365 -0.044
C -1.921 -1.159 0.516
C -0.942 -0.490 -0.253
C -0.434 0.822 -0.095
C -1.113 1.914 -0.751
C -1.359 3.128 -0.060
C -2.076 4.150 -0.658
C -2.643 3.945 -1.923
C -2.373 2.772 -2.630
C -1.618 1.763 -2.065
C -2.402 -0.707 1.818
C -1.635 0.077 2.705
C -1.945 0.129 4.059
C -3.164 -0.443 4.549
N -3.430 -0.553 5.881
C -4.633 -1.201 6.380
C -2.451 -0.180 6.878
C -4.083 -0.956 3.600
C -3.699 -1.091 2.286
C -2.820 -3.506 0.760
C -3.314 -4.673 0.213
H -4.294 -7.215 -0.174
H -4.046 -7.983 -1.775
H -2.649 -7.456 -0.821
H -3.280 -5.292 -3.741
H -3.472 -7.064 -3.513
H -4.904 -6.015 -3.586
H -3.923 -3.530 -2.952
H -2.973 -1.452 -1.963
H -0.612 -1.018 -1.162
H 0.343 1.022 0.651
H -1.002 3.241 0.968
H -2.202 5.112 -0.155
H -3.231 4.741 -2.382
H -2.775 2.658 -3.638
H -1.433 0.827 -2.595
H -0.771 0.629 2.321
H -1.223 0.566 4.752
H -5.490 -1.006 5.728
H -4.499 -2.293 6.454
H -4.867 -0.814 7.380
H -1.435 -0.375 6.515
H -2.515 0.884 7.150
H -2.634 -0.772 7.783
H -5.071 -1.309 3.902
H -4.412 -1.535 1.591
H -2.636 -3.483 1.841
H -3.440 -5.564 0.830

---

Entry 2:
This record from the Open Molecules 2025 dataset describes a molecular structure, C46H54AsF5N2OS4TcTe at a distorted geometry. The level of theory is ωB97M-V/def2-TZVPD.

Results
HOMO-LUMO gap (alpha / beta): 5.167 / 5.169 eV
total charge: -1
2S+1: 1

CARTESIAN COORDINATES (ANGSTROEM)
Tc 0.624 -1.951 -0.817
C 3.674 0.889 3.656
C 2.329 1.500 3.257
C 2.334 3.013 3.500
C 1.195 0.829 4.008
C 1.225 0.761 5.393
C 0.190 0.176 6.100
C -0.899 -0.334 5.416
C -0.992 -0.266 4.032
C -2.230 -0.835 3.358
C -3.476 0.002 3.683
C -2.470 -2.294 3.763
C 0.077 0.326 3.327
N 0.044 0.348 1.922
C -0.717 1.149 1.312
C -1.121 1.003 -0.130
N -0.690 0.125 -0.956
C -1.077 0.234 -2.347
C -0.312 1.111 -3.164
C -0.293 0.878 -4.531
C -1.063 -0.119 -5.100
C -1.995 -0.770 -4.318
C -2.055 -0.596 -2.937
C -3.307 -1.199 -2.291
C -4.462 -0.191 -2.459
C -3.302 -1.676 -0.842
C 0.310 2.412 -2.658
C -0.465 3.583 -3.304
C 1.798 2.640 -2.961
C -2.164 2.029 -0.361
C -3.016 2.323 -1.395
C -3.888 3.426 -1.273
C -3.919 4.227 -0.159
C -3.085 3.931 0.945
C -3.009 4.628 2.174
C -2.168 4.189 3.167
C -1.373 3.031 3.027
C -1.417 2.343 1.841
C -2.249 2.818 0.810
H 4.481 1.317 3.061
H 3.658 -0.191 3.505
H 3.891 1.083 4.708
H 2.174 1.330 2.189
H 2.468 3.234 4.561
H 1.398 3.469 3.172
H 3.151 3.483 2.948
H 2.072 1.170 5.930
H 0.234 0.108 7.180
H -1.708 -0.790 5.974
H -2.086 -0.820 2.277
H -3.667 0.004 4.758
H -4.349 -0.420 3.182
H -3.362 1.036 3.358
H -2.787 -2.364 4.805
H -1.566 -2.890 3.636
H -3.253 -2.728 3.140
H 0.345 1.485 -5.163
H -0.978 -0.350 -6.154
H -2.675 -1.478 -4.775
H -3.552 -2.072 -2.899
H -4.445 0.551 -1.658
H -5.416 -0.717 -2.400
H -4.414 0.328 -3.419
H -2.955 -0.915 -0.143
H -2.710 -2.577 -0.717
H -4.327 -1.939 -0.568
H 0.182 2.477 -1.580
H -0.065 3.783 -4.300
H -0.361 4.488 -2.701
H -1.523 3.365 -3.418
H 2.067 2.240 -3.938
H 2.445 2.189 -2.213
H 2.001 3.713 -2.962
H -3.034 1.728 -2.294
H -4.545 3.654 -2.104
H -4.589 5.077 -0.110
H -3.622 5.508 2.325
H -2.122 4.736 4.101
H -0.761 2.702 3.856
S -0.677 -6.011 2.035
As 0.610 -4.487 1.436
S -0.224 -2.442 1.306
S 1.532 -4.211 -0.775
S 2.345 -4.484 2.633
C 4.787 -0.723 0.695
C 3.961 -1.671 -0.184
C 4.592 -3.062 -0.129
C 2.518 -1.645 0.300
H 5.802 -0.651 0.300
H 4.839 -1.107 1.715
H 4.358 0.283 0.719
H 4.027 -1.308 -1.204
H 4.553 -3.471 0.884
H 5.635 -3.002 -0.446
H 4.082 -3.753 -0.794
H 2.140 -0.606 0.442
H 2.489 -2.154 1.266
F -1.972 -4.647 -3.209
Te -0.183 -4.596 -2.506
F -1.308 -4.759 -0.889
F -0.057 -3.927 -4.333
F -0.520 -6.486 -2.375
F 1.411 -5.507 -3.323
O -0.419 -2.719 -2.060
C 3.765 -0.647 -4.437
C 3.371 0.279 -3.483
C 2.493 -0.096 -2.478
C 1.991 -1.392 -2.372
C 2.408 -2.300 -3.342
C 3.269 -1.938 -4.370
H 4.466 -0.367 -5.214
H 3.765 1.289 -3.510
H 2.211 0.627 -1.720
H 2.099 -3.326 -3.319
H 3.564 -2.685 -5.096

---

Entry 3:
This record from the Open Molecules 2025 dataset describes a molecular structure, C46H54AsInO2SSe. The level of theory is ωB97M-V/def2-TZVPD.

Results
ΔE to the lowest compared entry with this formula, charge and spin: 3.4 kcal/mol
HOMO-LUMO gap: 8.026 eV
2S+1: 1

CARTESIAN COORDINATES (ANGSTROEM)
In 1.474 0.018 1.111
C -5.417 2.860 -0.460
C -5.262 1.361 -0.167
C -5.467 0.593 -1.472
C -6.347 0.924 0.829
C -3.877 1.104 0.428
C -2.930 0.290 -0.167
C -1.686 0.118 0.429
Se -0.413 -0.994 -0.493
C 0.109 0.189 -1.901
C -0.461 0.003 -3.160
C -0.142 0.860 -4.193
C 0.777 1.881 -3.910
C 1.381 2.079 -2.681
C 1.026 1.207 -1.615
O 1.536 1.410 -0.407
C 2.389 3.212 -2.444
C 1.887 4.127 -1.318
C 2.597 4.082 -3.689
C 3.756 2.621 -2.062
C -0.742 0.749 -5.593
C -1.500 2.042 -5.928
C 0.380 0.538 -6.620
C -1.720 -0.418 -5.701
C -1.314 0.733 1.637
O -0.130 0.526 2.223
C -2.268 1.580 2.248
C -3.502 1.717 1.626
C -2.061 2.374 3.561
C -3.079 1.878 4.596
C -0.671 2.275 4.209
C -2.309 3.864 3.281
H -6.390 3.061 -0.918
H -4.635 3.201 -1.144
H -5.347 3.455 0.455
H -6.468 0.797 -1.860
H -5.378 -0.487 -1.323
H -4.744 0.897 -2.237
H -7.342 1.093 0.405
H -6.284 1.484 1.767
H -6.250 -0.139 1.065
H -3.132 -0.213 -1.104
H -1.160 -0.811 -3.299
H 1.035 2.556 -4.716
H 0.912 4.550 -1.577
H 2.589 4.955 -1.177
H 1.789 3.588 -0.376
H 1.671 4.570 -4.009
H 2.998 3.509 -4.531
H 3.318 4.868 -3.451
H 3.700 2.037 -1.146
H 4.480 3.430 -1.913
H 4.130 1.977 -2.865
H -0.833 2.908 -5.935
H -2.288 2.231 -5.192
H -1.963 1.967 -6.917
H 1.082 1.376 -6.629
H -0.040 0.441 -7.626
H 0.946 -0.371 -6.394
H -2.560 -0.305 -5.008
H -1.232 -1.375 -5.498
H -2.127 -0.459 -6.714
H -4.231 2.361 2.110
H -2.935 0.812 4.796
H -4.110 2.023 4.261
H -2.951 2.424 5.535
H -0.424 1.258 4.510
H -0.673 2.911 5.100
H 0.116 2.626 3.543
H -3.324 4.059 2.930
H -1.613 4.233 2.522
H -2.154 4.443 4.197
S 3.659 0.135 2.148
C 4.625 -1.342 1.951
C 6.001 -1.138 2.093
C 6.879 -2.208 2.082
C 6.402 -3.504 1.923
C 5.042 -3.712 1.762
C 4.149 -2.642 1.774
As 2.278 -2.883 1.403
C 2.178 -4.747 0.907
C 2.549 -5.090 -0.393
C 2.488 -6.414 -0.806
C 2.040 -7.395 0.073
C 1.658 -7.051 1.362
C 1.727 -5.727 1.783
C 1.461 -2.872 3.166
C 0.067 -2.922 3.225
C -0.588 -2.821 4.444
C 0.148 -2.652 5.610
C 1.535 -2.590 5.555
C 2.194 -2.697 4.335
H 6.373 -0.127 2.216
H 7.941 -2.027 2.196
H 7.084 -4.345 1.920
H 4.667 -4.716 1.622
H 2.892 -4.328 -1.080
H 2.784 -6.680 -1.813
H 1.986 -8.427 -0.250
H 1.309 -7.815 2.047
H 1.438 -5.463 2.791
H -0.513 -3.034 2.316
H -1.669 -2.858 4.481
H -0.360 -2.561 6.561
H 2.109 -2.450 6.463
H 3.274 -2.638 4.298

---

Entry 4:
This record from the Open Molecules 2025 dataset describes a molecular structure, C46H54Cl5N3O2SiTi at a distorted geometry. The level of theory is ωB97M-V/def2-TZVPD.

Results
ΔE to the lowest compared entry with this formula, charge and spin: 6.3 kcal/mol
HOMO-LUMO gap: 5.134 eV
total charge: -2
2S+1: 1

CARTESIAN COORDINATES (ANGSTROEM)
Ti -0.383 0.341 0.480
Cl -3.456 1.445 -6.083
C -2.910 0.836 -4.562
C -1.684 1.245 -4.034
Cl -0.687 2.333 -4.923
C -1.262 0.781 -2.806
Cl 0.237 1.240 -2.109
C -2.041 -0.113 -2.017
O -1.648 -0.527 -0.878
C -3.264 -0.530 -2.602
Cl -4.209 -1.654 -1.701
C -3.689 -0.064 -3.836
Cl -5.191 -0.606 -4.487
C 3.450 3.762 0.606
C 1.964 3.388 0.532
C 1.167 4.486 -0.174
C 1.471 3.072 1.933
C 1.282 4.107 2.829
C 0.961 3.848 4.153
C 0.936 2.536 4.580
C 1.149 1.459 3.715
C 1.291 0.118 4.445
C 1.030 -1.180 3.681
C 2.700 0.073 5.060
C 1.315 1.721 2.339
N 1.349 0.718 1.345
C 2.615 0.165 1.126
C 3.064 -0.556 0.076
N 2.309 -1.056 -0.961
C 2.912 -1.443 -2.115
C 4.117 -0.894 -2.676
C 4.780 -1.609 -3.672
C 4.285 -2.772 -4.232
C 3.004 -3.163 -3.857
C 2.305 -2.510 -2.862
C 0.896 -2.978 -2.549
C 0.037 -3.115 -3.812
C 0.907 -4.300 -1.776
C 4.683 0.516 -2.460
C 3.630 1.598 -2.211
C 5.836 0.624 -1.449
H 3.842 3.976 -0.392
H 4.030 2.945 1.039
H 3.588 4.647 1.233
H 1.866 2.480 -0.062
H 1.313 5.462 0.299
H 0.105 4.249 -0.154
H 1.488 4.565 -1.216
H 1.387 5.133 2.492
H 0.761 4.661 4.842
H 0.742 2.325 5.627
H 0.570 0.146 5.269
H 1.856 -1.417 3.010
H 0.113 -1.091 3.104
H 0.914 -2.002 4.393
H 3.452 0.041 4.267
H 2.825 -0.815 5.688
H 2.888 0.960 5.667
H 3.360 0.394 1.888
H 4.104 -0.875 0.129
H 5.715 -1.205 -4.053
H 4.841 -3.313 -4.988
H 2.545 -4.008 -4.361
H 0.419 -2.232 -1.920
H 0.366 -3.949 -4.436
H 0.077 -2.202 -4.409
H -1.004 -3.299 -3.534
H 1.355 -5.092 -2.384
H -0.111 -4.595 -1.510
H 1.488 -4.198 -0.859
H 5.133 0.761 -3.428
H 3.254 1.561 -1.191
H 2.786 1.475 -2.893
H 4.068 2.586 -2.379
H 5.480 0.563 -0.422
H 6.342 1.588 -1.564
H 6.565 -0.173 -1.611
O 0.276 -1.741 0.418
H 0.732 -2.138 1.166
H 1.046 -1.545 -0.295
C -3.945 0.387 1.833
Si -2.226 -0.424 2.139
C -2.653 -2.296 1.912
C -2.127 -0.268 4.064
C -2.133 0.998 4.658
C -2.009 1.164 6.030
C -1.857 0.058 6.857
C -1.843 -1.210 6.292
C -1.980 -1.364 4.918
H -4.726 -0.075 2.444
H -4.232 0.288 0.782
H -3.925 1.458 2.054
H -3.576 -2.581 2.429
H -1.849 -2.952 2.263
H -2.783 -2.502 0.847
H -2.227 1.874 4.022
H -2.021 2.162 6.457
H -1.743 0.180 7.928
H -1.726 -2.083 6.927
H -1.972 -2.365 4.499
N -1.126 1.910 0.513
C -2.068 2.870 0.509
C -2.205 3.784 1.588
C -3.155 4.786 1.579
C -4.026 4.943 0.505
C -3.924 4.057 -0.562
C -2.978 3.051 -0.567
H -1.526 3.670 2.426
H -3.217 5.463 2.426
H -4.765 5.736 0.496
H -4.597 4.150 -1.409
H -2.921 2.372 -1.407